Arrangement w

{
  "formula": "C3H10O",
  "method": "ωB97M-V with the def2-TZVPD basis set",
  "species": ["C", "C", "C", "H", "H", "H", "H", "H", "H", "H", "H", "O", "H", "H"],
  "xyz": [[-1.038, 0.229, -0.384], [0.064, -0.738, -0.029], [0.519, -1.664, -1.106], [-1.984, -0.267, -0.658], [-0.692, 0.827, -1.244], [-1.229, 0.909, 0.463], [-0.299, -1.318, 0.841], [0.946, -0.155, 0.299], [0.993, -1.074, -1.908], [-0.394, -2.136, -1.509], [1.217, -2.459, -0.794], [0.994, 2.759, 2.106], [0.723, 2.328, 1.264], [0.179, 2.760, 2.658]],
  "nbo_charge": [-0.603, -0.396, -0.604, 0.207, 0.199, 0.200, 0.193, 0.189, 0.200, 0.198, 0.216, -0.939, 0.470, 0.470],
  "lumo_ha": 0.032,
  "total_charge": 0,
  "smiles": "CCC.O",
  "orbital_gap_ha": 0.45441,
  "molar_mass_g_mol": 62.112
}

***

Arrangement x

{
  "formula": "C3H10O",
  "method": "ωB97M-V with the def2-TZVPD basis set",
  "species": ["C", "C", "O", "H", "H", "H", "H", "H", "H", "C", "H", "H", "H", "H"],
  "xyz": [[0.745, -1.836, 3.343], [1.099, -1.817, 1.853], [0.187, -1.049, 1.084], [-0.030, -2.581, 3.511], [1.620, -2.047, 3.942], [0.390, -0.856, 3.657], [1.157, -2.843, 1.501], [2.082, -1.375, 1.696], [-0.553, -1.544, 0.709], [-1.712, 4.199, -5.514], [-1.609, 5.095, -4.918], [-2.454, 4.391, -6.302], [-1.991, 3.302, -4.983], [-0.781, 4.016, -6.072]],
  "nbo_charge": [-0.633, -0.057, -0.734, 0.200, 0.209, 0.216, 0.157, 0.170, 0.472, -0.851, 0.215, 0.210, 0.215, 0.211],
  "lumo_ha": 0.038,
  "total_charge": 0,
  "smiles": "CCO.C",
  "orbital_gap_ha": 0.41681,
  "molar_mass_g_mol": 62.112
}

***

Arrangement y

{
  "formula": "C3H10O",
  "method": "ωB97M-V with the def2-TZVPD basis set",
  "species": ["C", "C", "H", "H", "H", "H", "H", "H", "C", "O", "H", "H", "H", "H"],
  "xyz": [[0.670, -1.275, -1.520], [-0.832, -1.495, -1.339], [1.178, -2.194, -1.868], [0.834, -0.471, -2.251], [1.194, -0.960, -0.621], [-1.118, -2.540, -1.433], [-1.450, -1.110, -2.131], [-1.190, -1.191, -0.338], [-0.273, 1.986, 1.423], [0.548, 0.759, 1.400], [-0.721, 1.912, 2.401], [-0.851, 1.968, 0.514], [0.400, 2.841, 1.484], [0.016, 0.107, 1.847]],
  "nbo_charge": [-0.622, -0.619, 0.202, 0.204, 0.225, 0.202, 0.206, 0.200, -0.260, -0.738, 0.177, 0.183, 0.183, 0.458],
  "lumo_ha": 0.035,
  "total_charge": 0,
  "smiles": "CC.CO",
  "orbital_gap_ha": 0.42212,
  "molar_mass_g_mol": 62.112
}

***

Arrangement z

{
  "formula": "C3H10O",
  "method": "ωB97M-V with the def2-TZVPD basis set",
  "species": ["C", "C", "H", "H", "H", "H", "H", "H", "C", "O", "H", "H", "H", "H"],
  "xyz": [[1.681, -0.060, 0.321], [1.847, -0.484, -1.201], [2.544, -0.453, 0.848], [1.763, 1.011, 0.460], [0.778, -0.525, 0.827], [2.901, -0.270, -1.454], [1.488, -1.525, -1.289], [1.281, 0.117, -1.869], [-2.616, 0.513, 0.855], [-1.941, -0.281, -0.105], [-2.169, 0.234, 1.865], [-3.684, -0.047, 0.820], [-2.542, 1.581, 0.599], [-1.330, 0.190, -0.675]],
  "nbo_charge": [-0.619, -0.612, 0.202, 0.200, 0.214, 0.207, 0.212, 0.193, -0.254, -0.748, 0.170, 0.184, 0.180, 0.471],
  "lumo_ha": 0.034,
  "total_charge": 0,
  "smiles": "CC.CO",
  "orbital_gap_ha": 0.40456,
  "molar_mass_g_mol": 62.112
}

***

Which structure is the most stable? The one labeled arrangement w.

***

Arrangement w

{
  "formula": "C2H3NO3",
  "method": "ωB97M-V with the def2-TZVPD basis set",
  "species": ["O", "C", "N", "O", "C", "O", "H", "H", "H"],
  "xyz": [[0.888, -1.873, 0.271], [0.988, -0.780, -0.171], [-0.063, 0.178, -0.362], [0.603, 1.344, 0.233], [-1.377, -0.075, 0.292], [-2.136, -0.794, -0.189], [1.968, -0.434, -0.694], [0.432, 1.864, -0.539], [-1.304, 0.571, 1.158]],
  "nbo_charge": [-0.512, 0.538, -0.292, -0.569, 0.549, -0.454, 0.127, 0.483, 0.130],
  "lumo_ha": 0.014,
  "total_charge": 0,
  "smiles": "O=CN(O)C=O",
  "orbital_gap_ha": 0.40534,
  "molar_mass_g_mol": 89.050
}

***

Arrangement x

{
  "formula": "C2H3NO3",
  "method": "ωB97M-V with the def2-TZVPD basis set",
  "species": ["O", "N", "O", "O", "H", "C", "C", "H", "H"],
  "xyz": [[-4.080, -0.562, -0.116], [-3.119, 0.049, 0.187], [-2.946, 0.957, 0.926], [-2.023, -0.334, -0.547], [-1.381, 0.296, -0.130], [1.317, 0.123, -0.794], [0.823, 0.136, 0.299], [1.431, 0.184, -1.771], [0.785, -0.085, 1.385]],
  "nbo_charge": [-0.335, 0.733, -0.386, -0.513, 0.495, -0.166, -0.300, 0.212, 0.259],
  "lumo_ha": 0.022,
  "total_charge": 0,
  "smiles": "O=[N+]([O-])O.C#C",
  "orbital_gap_ha": 0.44213,
  "molar_mass_g_mol": 89.050
}

***

Arrangement y

{
  "formula": "C2H3NO3",
  "method": "ωB97M-V with the def2-TZVPD basis set",
  "species": ["O", "C", "C", "O", "N", "O", "H", "H", "H"],
  "xyz": [[-1.721, -0.986, -0.017], [-0.503, -1.370, 0.029], [0.782, -0.332, 0.003], [1.935, -0.735, -0.214], [0.561, 1.029, 0.260], [-0.734, 1.497, -0.349], [0.025, -2.428, -0.208], [1.108, 1.862, 0.293], [-1.455, 1.463, 0.204]],
  "nbo_charge": [-0.478, 0.343, 0.553, -0.549, -0.360, -0.576, 0.177, 0.416, 0.474],
  "lumo_ha": -0.031,
  "total_charge": 0,
  "smiles": "O=CC(=O)NO",
  "orbital_gap_ha": 0.34766,
  "molar_mass_g_mol": 89.050
}

***

Arrangement z

{
  "formula": "C2H3NO3",
  "method": "ωB97M-V with the def2-TZVPD basis set",
  "species": ["C", "C", "O", "N", "O", "O", "H", "H", "H"],
  "xyz": [[0.559, -0.670, 0.130], [-0.753, 0.320, -0.144], [-0.743, 1.623, 0.042], [-1.995, -0.320, -0.017], [-1.963, -1.591, -0.009], [-3.036, 0.368, 0.032], [1.493, -0.234, -0.060], [0.209, -1.654, -0.026], [-1.714, 1.858, 0.268]],
  "nbo_charge": [-0.311, 0.396, -0.634, 0.405, -0.378, -0.412, 0.196, 0.223, 0.515],
  "lumo_ha": [-0.060, -0.054],
  "total_charge": 0,
  "smiles": "C=C(O)[N+](=O)[O-]",
  "orbital_gap_ha": [0.30500, 0.28901],
  "molar_mass_g_mol": 89.050
}

***

Which structure is the most stable? The one labeled arrangement w.

***

Arrangement w

{
  "formula": "C2H3NO3",
  "method": "ωB97M-V with the def2-TZVPD basis set",
  "species": ["O", "C", "N", "O", "C", "O", "H", "H", "H"],
  "xyz": [[-2.356, -0.682, -0.136], [-1.769, 0.387, -0.006], [-0.409, 0.405, 0.328], [0.337, -0.748, 0.354], [1.702, -0.651, -0.040], [2.377, 0.385, -0.089], [-2.173, 1.405, 0.003], [0.254, 1.188, -0.167], [2.037, -1.689, -0.246]],
  "nbo_charge": [-0.556, 0.490, -0.351, -0.353, 0.627, -0.557, 0.144, 0.394, 0.161],
  "lumo_ha": 0.022,
  "total_charge": 0,
  "smiles": "O=CNOC=O",
  "orbital_gap_ha": 0.39220,
  "molar_mass_g_mol": 89.050
}

***

Arrangement x

{
  "formula": "C2H3NO3",
  "method": "ωB97M-V with the def2-TZVPD basis set",
  "species": ["O", "C", "N", "C", "O", "O", "H", "H", "H"],
  "xyz": [[1.685, 0.103, -0.136], [1.071, -0.738, -0.752], [-0.222, -0.484, -1.153], [-0.858, 0.262, 0.536], [-0.221, 1.305, 0.856], [-1.637, -0.531, 0.879], [1.473, -1.349, -1.506], [-0.330, -0.582, -2.099], [0.522, 1.172, 0.182]],
  "nbo_charge": [-0.642, 0.498, -0.844, 1.022, -0.623, -0.459, 0.123, 0.388, 0.538],
  "lumo_ha": 0.025,
  "total_charge": 0,
  "orbital_gap_ha": 0.38683,
  "molar_mass_g_mol": 89.050
}

***

Arrangement y

{
  "formula": "C2H3NO3",
  "method": "ωB97M-V with the def2-TZVPD basis set",
  "species": ["O", "N", "O", "C", "C", "O", "H", "H", "H"],
  "xyz": [[-2.122, 1.026, 0.051], [-1.380, 0.108, -0.096], [-1.526, -0.970, -0.621], [0.043, 0.392, 0.462], [1.131, -0.321, -0.301], [0.610, -0.775, 0.919], [0.310, 1.377, 0.972], [0.872, -1.065, -1.019], [2.061, 0.228, -0.367]],
  "nbo_charge": [-0.352, 0.537, -0.363, 0.100, -0.109, -0.448, 0.227, 0.217, 0.190],
  "lumo_ha": 0.012,
  "total_charge": 0,
  "smiles": "O=[N+]([O-])[C@@H]1CO1",
  "orbital_gap_ha": 0.42144,
  "molar_mass_g_mol": 89.050
}

***

Which structure is the most stable? The one labeled arrangement w.